24
Properties=species:S:1:pos:R:3:forces:R:3 method="wB97M-V/def2-TZVPD" spin_multiplicity=1 total_charge=+1 e_above_lowest_kj_mol=0.0 homo_ha="-0.5308 / -0.5308" smiles="CC(C)[C@@H]1C=[n+]2nc(C(F)(F)F)sc2=N1"
C 0.81219 -0.75866 1.77466 -2.5 -0.4 0.1
C 0.10070 0.54872 2.17814 0.8 -2.0 0.3
C 1.00203 1.62217 2.79629 -0.3 -2.5 0.3
C -0.63768 1.16782 0.93094 1.3 -2.3 -2.8
C -1.53158 0.22412 0.21168 0.5 -1.3 -0.5
N -0.92639 -0.08502 -0.95406 -2.0 1.3 3.3
N -1.14247 -0.98518 -1.91159 -1.4 -1.3 0.5
C -0.16989 -0.94054 -2.71271 1.0 0.5 -1.0
C -0.24079 -1.72701 -3.97101 -1.5 -1.7 -1.8
F -0.32502 -0.90069 -4.99102 -0.5 1.6 -0.6
F 0.72120 -2.53814 -4.32039 1.7 -0.7 1.2
F -1.34713 -2.46266 -3.92531 -0.5 -0.1 0.1
S 1.03995 0.27420 -2.58165 0.0 0.9 1.3
C 0.16317 0.76328 -1.09655 2.1 1.5 0.9
N 0.36391 1.56441 -0.10930 -0.4 -1.0 -0.3
H 1.42122 -0.64262 0.94951 1.9 0.7 -1.5
H 0.08129 -1.51081 1.34938 0.5 0.4 1.1
H 1.36656 -1.14647 2.60430 0.2 -0.4 0.3
H -0.60425 0.24547 3.00517 0.1 0.6 -1.2
H 1.67358 2.10481 2.16684 1.3 0.4 -1.5
H 1.56314 1.14936 3.62964 -0.7 0.7 -0.2
H 0.27228 2.32898 2.99427 -0.9 1.9 1.7
H -1.18083 1.90599 1.36125 -1.6 3.0 0.9
H -2.47519 -0.20152 0.62154 0.9 0.0 -0.8